# 1
The following is a quantum chemistry calculation of a 2-piece molecular cluster, C18H27N7O5 overall, from OMol25.

Output
HOMO level   -7.89 eV
Structure (SMILES)   CNC(=O)[C@@H](NC(C)=O)[C@@H](C)O.COc1ccc(C)cc1NC(=O)Nn1cnnc1
Frontier orbital gap   0.2961 Ha

Positions of all 57 atoms, in Å:
H 0.853 -4.103 4.274
H 4.679 -0.272 -4.492
H -1.526 2.294 -4.420
H 3.355 2.050 1.598
O -0.342 3.124 -2.327
O 1.820 0.517 0.412
H -0.607 0.808 -4.663
C 0.980 1.117 -2.245
H -2.248 3.238 3.436
C 3.790 -0.772 -4.107
H -0.633 -5.149 2.623
H -2.973 -5.404 1.970
O 0.747 -2.770 2.665
N -0.960 5.195 1.221
C -4.715 -3.476 1.145
C -2.520 -4.417 1.952
H -1.637 0.977 -3.226
C -0.971 1.506 -3.910
H -4.774 -3.754 0.088
C -1.325 -1.884 1.891
H -3.249 -1.190 1.205
H 2.227 2.771 -1.714
H -5.270 -2.544 1.293
O 1.022 -0.867 -3.597
C -0.566 -2.996 2.304
N -1.776 4.978 2.303
N -0.840 3.065 1.757
H 0.468 1.444 1.336
H 4.090 -1.632 -3.504
N -0.685 -0.642 1.805
N 2.996 0.150 -3.294
H 0.273 3.909 0.067
C 1.434 -3.792 3.399
C -1.710 3.708 2.619
C 3.203 2.433 0.589
C 1.673 0.048 -3.106
C -0.416 4.052 0.892
C -1.182 -4.263 2.326
H 0.330 -0.671 1.720
H 0.256 0.597 -1.616
C -1.228 0.602 2.049
O -2.328 0.754 2.566
N -0.422 1.687 1.773
N 1.920 1.870 -1.383
H -5.196 -4.259 1.741
C -3.277 -3.310 1.556
H 0.892 2.565 -3.846
H 1.624 -4.664 2.765
H 3.474 0.899 -2.822
H -1.051 3.544 -2.823
H 3.194 -1.132 -4.949
C 0.202 2.106 -3.136
C -2.670 -2.050 1.527
H 4.159 2.467 0.069
H 2.397 -3.409 3.749
H 2.776 3.433 0.641
C 2.262 1.511 -0.148

Atom charges from the natural (NBO) analysis, given in e for atoms 1 to 4:
1. H 0.183
2. H 0.205
3. H 0.203
4. H 0.251

=====

# 2
The following is a quantum chemistry calculation of an isolated molecule of C23H27N3O3S, from OMol25.

Output
HOMO level   -7.89 eV
Structure (SMILES)   COCCn1c(-c2ccc(OC)cc2)cnc1SCC(=O)Nc1cccc(C)c1C
Frontier orbital gap   0.3094 Ha
ΔE to the lowest compared entry with this formula, charge and spin   145.23 kJ/mol

Positions of all 57 atoms, in Å:
C 3.445 -4.454 -2.415
C -4.485 3.321 -0.664
H -4.408 2.003 -2.337
C 3.359 -2.315 -0.665
C -2.588 3.240 0.809
H 4.425 -5.514 -0.836
C 2.238 -0.857 -2.381
N -0.307 1.233 1.607
H -0.103 -1.649 3.370
O -5.698 3.766 -1.089
C -0.977 -2.125 2.915
C 2.870 -3.259 -2.829
C -1.995 2.249 0.035
H -1.708 1.883 3.012
N 3.276 -1.227 0.219
C -2.660 1.814 -1.113
N 1.435 0.979 0.258
H -2.828 0.206 1.610
S 1.904 0.179 2.810
C 3.947 -1.054 1.378
H -7.285 4.959 -0.866
H -2.073 3.631 1.674
C 3.573 0.250 2.084
H -1.697 -2.383 3.701
H 2.875 -0.026 -2.083
H 0.530 1.791 -1.475
H -4.244 4.543 1.095
H 3.589 1.102 1.406
H -0.515 0.690 3.574
C 3.978 -4.581 -1.147
C 2.297 -3.173 -4.216
H -5.760 5.687 -0.305
C -3.820 3.772 0.471
H -6.568 4.430 0.676
C 0.407 1.527 -0.444
H 1.251 -2.870 -4.186
H 2.112 -0.811 -3.457
H 4.251 0.403 2.922
C 3.932 -3.518 -0.268
C -2.169 -0.136 2.414
H 2.358 -4.141 -4.707
H 1.260 -0.718 -1.919
C 0.972 0.804 1.474
H 4.340 -3.612 0.724
C -6.349 4.765 -0.343
H 3.475 -5.292 -3.096
O -1.577 -1.311 1.932
C -3.885 2.338 -1.455
C 2.835 -2.170 -1.958
H 2.633 -0.477 -0.041
C -1.156 0.981 2.739
O 4.774 -1.798 1.860
H -2.772 -0.336 3.312
H -2.208 1.050 -1.726
H -0.660 -3.030 2.402
H 2.846 -2.452 -4.821
C -0.688 1.693 0.360

Atom charges from the natural (NBO) analysis, given in e for atoms 1 to 4:
1. C -0.259
2. C 0.305
3. H 0.227
4. C 0.160

=====

# 3
The following is a quantum chemistry calculation of an isolated ion of composition C3H7O2 and charge -1, from OMol25.

Output
HOMO level   -2.80 eV
Structure (SMILES)   CO[C@@H](C)[O-]
Frontier orbital gap   0.2735 Ha
ΔE to the lowest compared entry with this formula, charge and spin   174.69 kJ/mol
Net charge   -1

Positions of all 12 atoms, in Å:
H 0.538 2.160 -0.132
C -0.322 1.719 -0.642
H -1.210 1.869 -0.014
H -0.029 -2.147 -0.651
H -0.462 2.198 -1.615
H -1.252 -0.501 0.701
H 1.521 -1.472 -0.116
O -0.132 0.342 -0.845
C 0.502 -1.704 0.200
C -0.138 -0.374 0.579
H 0.535 -2.395 1.041
O 0.449 0.306 1.495

Atom charges from the natural (NBO) analysis, given in e for atoms 1 to 4:
1. H 0.169
2. C -0.243
3. H 0.142
4. H 0.180

=====

# 4
The following is a quantum chemistry calculation of an isolated ion of composition C6H9O2 and charge -1, from OMol25.

Output
HOMO level   -3.97 eV
Structure (SMILES)   C=CCCCC(=O)[O-]
Frontier orbital gap   0.2807 Ha
ΔE to the lowest compared entry with this formula, charge and spin   35.70 kJ/mol
Net charge   -1

Positions of all 17 atoms, in Å:
H -0.999 1.821 3.149
C 1.502 -0.862 -1.875
C -0.540 -0.867 -0.390
O 2.144 0.221 -1.884
C -1.049 1.757 2.074
H 0.625 0.530 1.614
O 1.264 -1.613 -2.844
C -0.326 0.943 1.300
H -1.853 2.310 1.598
H 0.167 1.072 -0.715
C -0.676 0.671 -0.120
H 1.059 -2.405 -0.487
H -1.080 -1.166 -1.292
H 1.461 -0.802 0.295
H -1.640 1.081 -0.403
H -0.986 -1.367 0.474
C 0.927 -1.324 -0.492

Atom charges from the natural (NBO) analysis, given in e for atoms 1 to 4:
1. H 0.184
2. C 0.757
3. C -0.373
4. O -0.801

=====

# 5
The following is a quantum chemistry calculation of C2H2CrFO2 as an isolated structure, from OMol25.

Output
HOMO level (spin up / spin down)   -14.93 / -16.07 eV
Frontier orbital gap (spin up / spin down)   0.2456 / 0.2882 Ha
ΔE to the lowest compared entry with this formula, charge and spin   154.56 kJ/mol
Net charge   +1
2S+1   5

Positions of all 8 atoms, in Å:
O 1.227 -0.786 -0.391
H 0.084 2.103 0.682
Cr -1.020 -1.168 -0.902
F -1.921 -2.393 -1.773
C 1.254 0.263 0.162
C -0.014 1.007 0.617
O -1.066 0.464 0.235
H 1.456 0.509 1.370

Atom charges from the natural (NBO) analysis, given in e for atoms 1 to 4:
1. O -0.479
2. H 0.250
3. Cr 1.597
4. F -0.646

=====

# 6
The following is a quantum chemistry calculation of C27H33BrIN6O4PV as an isolated structure, from OMol25.

Output
HOMO level (spin up / spin down)   -16.01 / -16.01 eV
Frontier orbital gap (spin up / spin down)   0.2241 / 0.2538 Ha
ΔE to the lowest compared entry with this formula, charge and spin   66.39 kJ/mol
Net charge   +3
2S+1   3

Positions of all 74 atoms, in Å:
H 2.391 2.504 -5.337
C -4.039 -2.106 -0.808
H 3.872 0.036 -2.322
C -2.212 1.280 3.790
H -3.281 -0.258 2.700
C -7.223 -1.362 -6.496
C 1.956 0.463 -0.070
C 3.816 -0.491 -1.373
H -2.289 1.644 -3.976
H -6.511 -1.183 -1.952
N 3.260 0.421 -0.336
N 1.394 1.238 0.856
C -1.255 1.781 -4.263
V -0.523 0.052 0.112
H 0.694 0.349 5.601
H -1.233 1.428 4.250
H -0.166 -5.840 3.132
O -1.293 -0.236 2.103
H -3.081 -1.585 -4.506
H 2.628 -1.157 3.755
H 4.806 -0.801 -1.053
C 1.023 2.404 -3.698
O -0.894 -2.711 2.078
H -1.705 -4.978 3.229
H 0.872 -3.864 1.999
H -7.985 -1.200 -3.940
H -0.299 -4.392 4.140
N -2.168 -0.888 -0.650
C -0.207 -4.032 2.020
C -0.885 1.662 -5.595
N -3.858 -1.364 -1.967
C -4.153 -1.463 -4.389
C 3.560 2.189 1.222
H -2.134 -0.885 3.898
N -7.901 -1.364 -7.423
C -6.361 -1.363 -5.333
H 5.110 1.295 0.059
H -1.631 1.403 -6.335
H -4.863 -2.789 -0.690
C -4.723 -1.363 -3.132
H 1.785 0.358 3.378
H -2.388 0.000 -2.606
H 2.435 0.130 5.831
I -0.937 2.423 -1.373
O 1.115 -0.307 -0.700
H 4.205 2.901 1.717
H 1.358 -1.261 5.938
H -4.567 -1.549 -6.493
C -2.752 -0.657 -1.838
H 0.597 2.917 2.533
N 1.596 2.923 2.401
H 3.172 -1.355 -1.467
H -2.393 2.061 3.051
C -2.999 -1.822 -0.003
C 1.377 2.282 -5.033
C 1.534 -0.321 5.415
C 0.426 1.905 -5.974
P -0.100 -1.360 2.062
C 2.166 2.133 1.502
H 0.713 1.827 -7.014
H -2.967 1.383 4.571
C -6.912 -1.276 -4.057
C -6.087 -1.273 -2.945
C -0.622 -4.852 3.206
H 2.126 3.639 2.874
Br 2.339 3.016 -2.485
C 4.060 1.321 0.322
C -2.326 -0.087 3.187
H -0.511 -4.472 1.075
O 0.596 -1.365 3.449
C -0.288 2.132 -3.335
H -2.771 -2.232 0.964
C 1.736 -0.568 3.948
C -4.981 -1.457 -5.498

Atom charges from the Mulliken analysis, given in e for atoms 1 to 4:
1. H 0.462
2. C -0.794
3. H 0.315
4. C -1.082

=====

# 7
The following is a quantum chemistry calculation of an isolated molecule of C21H31N3O3, from OMol25.

Output
HOMO level   -8.44 eV
Structure (SMILES)   COc1ccccc1CN1CCNC(=O)[C@H]1CC(=O)NC1CCCCCC1
Frontier orbital gap   0.3301 Ha
ΔE to the lowest compared entry with this formula, charge and spin   130.37 kJ/mol

Positions of all 58 atoms, in Å:
C -2.325 -2.167 0.893
H 5.021 -1.715 0.237
N 2.474 -0.925 -0.491
H -0.109 -0.782 -1.149
C 0.617 -2.342 0.140
H 0.212 -3.295 -0.203
C 4.513 0.029 1.355
C 1.983 -2.171 -0.530
C -2.592 -1.154 -1.333
C -4.095 2.700 -0.166
H -6.665 -0.371 0.972
H 3.794 3.312 0.498
H 5.687 1.821 1.164
H 2.606 0.938 -2.010
C -2.451 -0.993 1.875
H -3.321 -0.375 1.627
C 4.860 -0.654 0.032
C -0.327 -0.151 0.876
O -5.186 -0.809 -0.420
H -2.022 -1.066 -2.262
H -5.933 1.710 0.255
C -4.921 1.589 -0.099
C 3.768 -0.579 -1.049
H -1.700 -2.943 1.344
H -6.932 -1.736 -0.139
N -1.724 -1.808 -0.368
H -7.099 -0.067 -0.735
C 3.766 2.238 0.300
H 3.985 -1.373 -1.775
H -1.192 0.567 2.524
C 4.249 1.994 -1.130
H 1.968 -0.194 0.001
H 5.790 -0.251 -0.369
C -2.329 1.337 -1.021
C -4.445 0.340 -0.478
H -2.156 3.444 -0.687
H -4.478 3.662 0.140
C 3.664 0.756 -1.808
C -2.799 2.580 -0.627
O 2.554 -3.113 -1.047
H -1.323 1.250 -1.401
O 0.591 0.659 0.911
H 0.781 -2.407 1.219
H 3.498 -0.242 1.647
H 3.979 2.852 -1.750
H -2.583 -1.373 2.894
H -3.314 -2.585 0.704
C -6.542 -0.722 -0.058
C -3.126 0.207 -0.943
H 2.731 1.913 0.413
H 5.340 1.935 -1.131
H 4.159 0.646 -2.776
H 5.186 -0.361 2.124
H 4.373 1.923 2.333
N -1.262 -0.171 1.836
C -0.407 -1.231 -0.196
H -3.433 -1.827 -1.508
C 4.643 1.549 1.342

Atom charges from the natural (NBO) analysis, given in e for atoms 1 to 4:
1. C -0.231
2. H 0.220
3. N -0.655
4. H 0.235

=====

# 8
The following is a quantum chemistry calculation of C9H34F2HgNO12S2 as an isolated structure, from OMol25.

Output
HOMO level   -11.71 eV
Frontier orbital gap   0.0566 Ha
Net charge   +1

Positions of all 61 atoms, in Å:
F -13.413 17.892 -3.829
H -20.079 19.198 -12.537
H -11.069 21.572 -4.670
H -19.625 17.587 -0.024
O -17.915 22.467 -5.586
O -18.229 19.021 0.635
H -12.820 12.554 -1.556
H -17.943 17.670 -0.726
N -15.771 18.123 -4.259
H -13.417 10.215 -1.552
H -18.386 23.296 -5.498
O -20.104 18.824 -11.653
C -18.055 16.658 1.172
H -13.420 18.637 -9.625
H -11.810 22.011 -3.425
H -15.476 16.691 -10.507
H -13.237 12.317 -0.013
H -15.128 11.616 -6.700
C -13.829 17.641 -9.791
H -12.329 9.766 -0.234
H -18.393 21.991 -6.265
H -14.116 10.324 -5.938
H -19.544 16.187 -10.997
O -11.132 12.310 -0.348
C -20.423 16.677 -10.579
O -17.575 16.097 -3.779
H -12.989 17.111 -10.239
H -14.519 17.516 -11.797
H -16.608 21.482 -0.899
H -13.550 12.290 -7.767
H -16.970 16.570 1.111
O -16.890 16.465 -6.085
O -16.336 21.154 -1.757
C -20.937 17.679 -11.664
O -14.406 15.998 -4.936
O -14.878 16.473 -2.555
H -21.137 17.239 -12.641
H -20.238 17.046 -9.570
H -19.003 19.282 1.138
H -11.722 10.298 -1.796
H -13.742 12.093 -5.604
O -15.793 18.702 -10.523
H -18.381 16.891 2.186
H -21.931 18.053 -11.418
S -16.948 16.942 -4.785
C -14.151 11.354 -6.293
H -16.560 20.224 -1.740
H -16.614 18.473 -10.965
Hg -15.271 21.263 -4.507
H -10.757 12.731 -1.125
O -11.942 21.802 -4.349
C -12.474 11.964 -0.707
S -14.786 16.994 -3.931
C -14.952 17.601 -10.800
H -21.194 15.944 -10.345
F -18.041 18.037 -5.223
C -18.560 17.713 0.171
O -13.195 11.492 -7.369
C -12.490 10.478 -1.043
H -18.244 15.625 0.879
H -14.087 17.369 -8.768

Atom charges from the natural (NBO) analysis, given in e for atoms 1 to 4:
1. F -0.503
2. H 0.471
3. H 0.498
4. H 0.172

=====

# 9
The following is a quantum chemistry calculation of C32H28N7O4SSr as an isolated structure, from OMol25.

Output
HOMO level   -4.28 eV
Frontier orbital gap   0.2096 Ha
ΔE to the lowest compared entry with this formula, charge and spin   56.35 kJ/mol
Net charge   -1

Positions of all 73 atoms, in Å:
C -0.077 -0.120 -7.189
O -0.128 -1.418 1.646
C 2.366 -4.453 0.354
C 2.208 -1.327 2.192
C -2.319 -3.092 -0.045
H -0.218 -2.296 -5.477
C 0.867 -1.819 2.348
C 1.769 2.022 -1.050
C 2.804 -3.463 -0.519
H 3.840 -3.293 4.470
C 2.251 4.693 -3.685
N 1.898 0.299 0.384
H 3.969 5.040 -4.926
H -0.531 1.901 -3.022
C -4.533 -1.534 -0.451
N -0.526 -1.222 -7.822
C 2.427 2.875 -2.105
O -3.646 1.606 1.709
H -5.506 -2.760 1.028
C -0.502 -1.292 -3.626
N -0.595 -0.151 -2.948
C -3.492 -3.367 0.673
N 0.530 -2.823 -0.951
H 4.277 1.820 -2.102
C 3.019 -2.891 3.890
C -3.000 1.285 0.746
H 3.855 -3.279 -0.694
C -0.487 0.998 -3.619
C -3.336 -1.337 -1.102
H -0.571 -2.192 -3.026
N -1.230 -3.926 0.171
H 1.674 5.499 -4.122
O 0.522 2.192 -0.868
H 3.678 -0.005 1.314
H -5.392 2.395 0.110
N -2.245 -2.096 -0.923
H 0.644 -5.336 1.271
C -0.302 1.051 -4.992
C -4.601 -2.579 0.463
H 4.239 -1.505 2.822
H -5.356 -0.853 -0.610
C 3.722 2.630 -2.556
O -3.473 1.900 -0.542
H -3.509 -4.172 1.398
Sr -0.608 0.083 -0.130
H 3.072 -5.078 0.885
C 0.677 -2.823 3.338
H 2.141 -1.890 -1.814
H -0.508 -1.222 -8.827
H -1.129 -1.875 -7.352
C 3.539 4.439 -4.134
C 1.017 -4.601 0.569
C 3.232 -1.886 2.966
H 0.697 4.095 -2.311
H -4.826 3.161 -1.395
H -0.343 -3.165 3.483
C -0.325 -1.332 -4.999
C -4.525 2.830 -0.398
C 4.273 3.405 -3.564
C 1.700 3.915 -2.677
H -4.218 3.704 0.186
C -0.234 -0.136 -5.709
S 0.594 1.131 -8.022
H 5.278 3.200 -3.913
C 1.848 -2.686 -1.136
H -1.391 -4.590 0.910
H -3.225 -0.508 -1.794
C 2.622 -0.290 1.256
H -0.212 2.000 -5.500
N 2.576 1.176 -0.451
C 0.124 -3.745 -0.094
H 1.508 -4.116 4.815
C 1.712 -3.346 4.078

Atom charges from the Mulliken analysis, given in e for atoms 1 to 4:
1. C 0.264
2. O -0.431
3. C -0.370
4. C 1.090